Computed, not measured: a 4-piece molecular cluster, C17H44O13P3 overall, with the ωB97M-V functional and the def2-TZVPD basis.

The geometry in XYZ format:
```
77
Properties=species:S:1:pos:R:3:forces:R:3
C -2.304788 -5.380409 2.590550 0.0 -0.3 -0.7
C -2.120762 -4.196094 1.426160 -0.3 -0.5 0.6
C -0.549187 -3.726003 1.315773 -0.2 1.0 0.6
C -0.327199 -2.125289 1.038844 2.1 -1.4 -1.5
C -0.256209 -1.755352 -0.556580 0.7 0.8 0.9
C 0.522655 -0.305491 -0.855343 -0.3 -1.4 1.2
O 0.917789 -0.352798 -2.270781 -1.2 1.9 0.4
C 0.749366 0.941300 -2.947856 0.2 0.7 -0.8
C 0.464442 0.790543 -4.589574 0.1 -0.1 1.2
H -1.287025 -5.604884 3.155405 -2.2 0.7 -1.1
H -3.172663 -5.093189 3.357055 2.0 -0.8 -1.6
H -2.580496 -6.370251 2.007605 0.4 1.8 1.5
H -2.841400 -3.309907 1.739542 1.8 -1.6 -0.8
H -2.531151 -4.655783 0.418766 0.9 1.1 1.9
H 0.027326 -4.354548 0.491430 -1.2 0.9 1.5
H -0.066937 -3.947000 2.384856 -0.9 0.4 -2.4
H 0.766342 -1.897746 1.446898 -2.1 -0.2 -0.6
H 0.421647 -2.575308 -1.067241 -1.5 1.4 0.5
H -1.323105 -1.649600 -1.031090 2.0 -0.5 0.6
H -0.187348 0.577126 -0.562596 1.2 -1.5 -0.9
H 1.478817 -0.214351 -0.148846 -1.8 -0.3 -1.5
H -0.206779 1.508252 -2.532855 2.2 -1.0 -0.6
H 1.752294 1.564064 -2.774452 -2.3 -1.0 -0.4
H 0.536168 1.885601 -5.032821 -0.3 -2.4 0.8
H -0.606024 0.330099 -4.700073 2.0 1.0 0.0
H 1.217082 0.065309 -5.118273 -1.3 1.5 1.1
C 3.268676 4.252526 -0.377418 0.4 -0.1 0.0
O 2.933093 5.145101 -1.421319 -0.2 0.2 2.9
P 1.252282 5.554503 -1.433207 -0.4 0.7 -7.9
O 1.116635 4.766206 -2.742016 -0.3 -0.6 0.8
O 1.614209 7.131771 -1.754601 -0.4 0.3 0.5
C 2.736220 7.474339 -2.548595 0.3 0.0 0.2
O -0.428529 5.963906 -1.445096 0.2 0.2 2.9
C -1.069005 6.188769 -2.691427 0.2 -0.3 -0.2
H 4.335884 4.025845 -0.435407 -0.1 0.0 0.0
H 3.053184 4.715732 0.589458 0.2 -0.2 0.2
H 2.699268 3.325104 -0.480621 0.0 -0.1 0.1
H 2.886141 6.761126 -3.364012 0.0 -0.1 0.2
H 3.627018 7.526251 -1.918981 0.1 -0.1 -0.2
H 2.565794 8.463599 -2.981855 -0.2 0.0 0.2
H -1.322504 5.232044 -3.158095 0.2 0.2 -0.1
H -0.443357 6.785790 -3.359162 0.0 -0.1 0.0
H -1.998401 6.733007 -2.504724 0.1 0.0 0.3
C -6.046613 -1.350178 -0.461935 -0.3 -0.7 0.3
O -6.224585 -0.031633 -0.940267 2.2 -2.3 -1.5
P -4.724693 0.771273 -1.254182 -3.5 9.3 1.9
O -5.025372 1.697655 -0.069192 0.8 -1.3 0.2
O -5.332752 1.414082 -2.646704 1.0 -0.6 -0.1
C -6.700779 1.767182 -2.749234 -0.5 -0.3 -0.1
O -3.224801 1.574180 -1.568097 0.6 -3.8 -1.4
C -3.135722 2.971721 -1.337753 -0.3 0.6 0.6
H -7.027274 -1.792813 -0.272052 0.1 0.1 0.0
H -5.522965 -1.948833 -1.212437 -0.1 -0.3 0.2
H -5.473453 -1.336350 0.468808 0.0 -0.1 0.0
H -7.081996 2.180609 -1.811256 0.1 -0.2 0.0
H -7.282856 0.891533 -3.044286 -0.1 0.1 0.1
H -6.805841 2.526096 -3.529237 0.3 -0.1 0.0
H -2.989192 3.164927 -0.270718 -0.2 0.0 -0.2
H -4.023999 3.493213 -1.702100 0.0 -0.1 0.1
H -2.263031 3.351677 -1.875223 0.0 -0.4 -0.1
C 3.280474 -4.503542 6.620439 -0.3 -0.2 0.6
O 3.907007 -4.875959 5.408912 0.8 2.8 1.9
P 4.035433 -3.559938 4.293353 -0.3 -5.8 -8.3
O 3.014266 -4.276795 3.401093 -0.4 1.0 1.1
O 5.566851 -4.021299 3.888432 -0.1 1.2 0.3
C 5.935580 -5.388967 3.873798 0.2 -0.4 0.4
O 4.163857 -2.243917 3.177793 0.9 1.7 3.6
C 4.057424 -2.512187 1.788255 -0.6 -0.6 -0.6
H 3.219500 -5.379345 7.270771 0.0 0.1 -0.1
H 3.869030 -3.728114 7.118594 -0.2 -0.1 0.3
H 2.271086 -4.134033 6.421475 -0.1 0.0 0.1
H 5.120969 -6.022451 3.511639 0.0 0.1 0.1
H 6.240140 -5.695863 4.876638 -0.1 -0.2 -0.1
H 6.791501 -5.510544 3.204461 -0.1 0.3 0.0
H 3.004713 -2.616328 1.508400 0.2 -0.1 0.0
H 4.616974 -3.408828 1.511352 -0.1 0.0 0.1
H 4.471653 -1.660143 1.243034 0.1 0.1 0.4
```
Positions in Å, forces in eV/Å.

Values from the calculation:
electronic energy: -72811.5718 eV
charge: -1
gap between HOMO and LUMO: 0.9835 eV

Löwdin population analysis, charges in e, atoms 1 to 2: number 1, C, carries -0.17; number 2, C, carries -0.28